(1)
This record from the Open Molecules 2025 dataset describes a cluster of 7 separate species, C33H66IO10PS in total. The level of theory is ωB97M-V/def2-TZVPD.

Properties
lowest unoccupied orbital energy: 0.1 eV
E_HOMO: -9.317 eV
gap between HOMO and LUMO: 9.385 eV
DFT total energy: -3086.54211 Ha
2S+1: 1

Structure (XYZ):
```
112
C33H66IO10PS ωB97M-V/def2-TZVPD
C 4.73696 -0.61949 -2.70126
C 4.39533 0.82642 -2.30267
C 4.58186 1.84109 -3.44639
C 3.63600 3.05090 -3.45072
C 3.90741 4.01340 -2.27382
C 2.15697 2.65453 -3.55768
C 1.24503 3.71869 -4.17472
C 0.10294 3.16116 -5.03895
C -0.56937 1.96890 -4.36728
P -2.33411 1.63535 -4.81198
O -2.31292 0.10464 -4.21258
I -2.01363 1.20918 -7.22580
O -0.67291 2.17614 -2.93717
S 0.44269 1.33877 -2.06554
O 0.03513 1.51738 -0.69898
O 1.66663 2.37168 -2.20914
H 3.84207 -1.23974 -2.78380
H 5.24658 -0.66355 -3.66641
H 5.39347 -1.09828 -1.97380
H 3.37330 0.87376 -1.93394
H 5.02228 1.12363 -1.46187
H 4.50045 1.32180 -4.40786
H 5.59828 2.24502 -3.40618
H 3.83805 3.58726 -4.38322
H 4.80187 3.70253 -1.73078
H 4.06670 5.03590 -2.61791
H 3.08778 4.02784 -1.55716
H 2.10112 1.71587 -4.12521
H 0.80098 4.27544 -3.34814
H 1.82943 4.43481 -4.75404
H 0.45388 2.84077 -6.02078
H -0.62260 3.96365 -5.20276
H -0.01091 1.04348 -4.54891
H -3.04740 -0.42619 -4.54027
C -3.49301 -3.12623 -2.09945
C -4.51436 -2.84649 -0.99936
C -5.69875 -2.30824 -1.79412
O -5.63663 -2.93232 -3.07767
C -4.39518 -3.62711 -3.21850
H -2.74504 -3.85643 -1.79698
H -2.97950 -2.21019 -2.40558
H -4.78035 -3.78472 -0.50727
H -4.16773 -2.14740 -0.23859
H -5.62328 -1.22118 -1.92135
H -6.66480 -2.53399 -1.34028
H -4.57375 -4.70385 -3.12718
H -4.00153 -3.43176 -4.21783
C 0.27374 -5.29723 0.99880
C -0.74821 -5.00987 2.09648
C -1.91907 -4.46773 1.28672
O -1.87122 -5.13854 0.02623
C -0.62202 -5.81885 -0.11749
H 1.03782 -6.01553 1.29203
H 0.76990 -4.37377 0.69297
H -1.03167 -5.93408 2.60397
H -0.39376 -4.30326 2.84427
H -1.82268 -3.38712 1.12574
H -2.88966 -4.66216 1.74540
H -0.78620 -6.89727 -0.02275
H -0.23045 -5.61631 -1.11556
C -5.45052 1.70693 -3.07635
C -6.50429 1.97805 -2.00626
C -7.64659 2.54696 -2.83830
O -7.55731 1.92321 -4.11911
C -6.31198 1.23864 -4.24206
H -4.70752 0.96510 -2.78069
H -4.92682 2.62960 -3.33155
H -6.80796 1.04228 -1.53096
H -6.16957 2.66094 -1.22667
H -7.54502 3.63130 -2.95637
H -8.63153 2.33707 -2.41929
H -6.48536 0.15721 -4.19167
H -5.88066 1.47356 -5.21802
C -0.09972 -0.27555 1.95763
C -0.49691 -0.54109 3.40808
C 0.53092 -1.58769 3.81738
O 1.71346 -1.30300 3.07144
C 1.41741 -0.35775 2.03804
H -0.44262 0.67817 1.56624
H -0.48716 -1.06492 1.30821
H -0.37091 0.36490 4.00554
H -1.52273 -0.88823 3.52741
H 0.18317 -2.59778 3.57514
H 0.77534 -1.55873 4.88095
H 1.85052 0.61417 2.30074
H 1.88122 -0.69991 1.11146
C 1.74676 -0.27045 7.58695
C 2.15692 -1.31892 8.61899
C 1.20698 -1.00031 9.76686
O 0.00901 -0.50637 9.16713
C 0.23727 -0.22493 7.78708
H 2.02829 -0.52734 6.56606
H 2.19257 0.69614 7.83024
H 1.96700 -2.32310 8.23440
H 3.20410 -1.25660 8.91160
H 1.62729 -0.23035 10.42291
H 0.95669 -1.87065 10.37483
H -0.26391 -0.98476 7.17592
H -0.19966 0.74671 7.55197
C 4.94634 3.37892 2.42673
C 4.05977 2.14029 2.54362
C 4.21378 1.52660 1.15898
O 5.53609 1.85664 0.72194
C 6.09851 2.84715 1.58388
H 5.27739 3.77101 3.38749
H 4.41922 4.17313 1.89397
H 4.44891 1.46376 3.30706
H 3.02197 2.36780 2.78409
H 3.48698 1.95216 0.45719
H 4.10295 0.44117 1.15244
H 6.86648 2.38506 2.21340
H 6.57345 3.61273 0.96835
```

(2)
This record from the Open Molecules 2025 dataset describes a cluster of 8 separate species, C33H67BNO11PS2 in total. The level of theory is ωB97M-V/def2-TZVPD.

Properties
SMILES string: OB(O)c1c(P(O)(O)=S)ccc2c1Sc1ccccc1N2.CC(C)O.CC(C)O.CC(C)O.CC(C)O.CC(C)O.CC(C)O.CC(C)O
lowest unoccupied orbital energy: 0.2 eV
E_HOMO: -8.711 eV
gap between HOMO and LUMO: 8.874 eV
ΔE to the lowest compared entry with this formula, charge and spin: 0.0 kcal/mol
DFT total energy: -3342.78418 Ha
2S+1: 1

Structure (XYZ):
```
116
C33H67BNO11PS2 ωB97M-V/def2-TZVPD
O 2.20178 -0.01107 -1.31403
B 1.79915 0.24309 -2.59295
O 2.06297 -0.68559 -3.57257
C 1.01615 1.59321 -2.89028
C 1.56817 2.63853 -3.64533
P 3.23259 2.54714 -4.32724
O 3.57326 4.06706 -4.75422
O 3.14179 1.81045 -5.74186
S 4.53499 1.84419 -3.11446
C 0.80796 3.78719 -3.88421
C -0.48611 3.89614 -3.39802
C -1.04723 2.88202 -2.64088
C -0.27537 1.74014 -2.40143
S -1.03083 0.44133 -1.44621
C -2.66210 0.55484 -2.14442
C -3.39724 -0.59407 -2.40667
C -4.65883 -0.48014 -2.98237
C -5.14741 0.78069 -3.28752
C -4.41130 1.92597 -3.01272
C -3.15282 1.82876 -2.42909
N -2.38374 3.00251 -2.16402
H 2.32989 -0.96063 -1.21533
H 1.37611 -0.63908 -4.24693
H 3.86609 4.49427 -3.93707
H 2.32423 2.08551 -6.18205
H 1.22226 4.58994 -4.47241
H -1.05441 4.78585 -3.62038
H -2.94715 -1.54545 -2.17456
H -5.20350 -1.38442 -3.19565
H -6.10652 0.87688 -3.77242
H -4.80997 2.89319 -3.27157
H -2.40463 3.21128 -1.17108
C -2.50951 -0.30767 -6.62384
C -1.68950 0.97188 -6.67222
C -0.33640 0.78857 -5.99901
O -2.39405 2.03764 -6.04432
H -2.70837 -0.60331 -5.58858
H -3.47497 -0.16133 -7.10860
H -1.98814 -1.12671 -7.12321
H -1.54168 1.27280 -7.70960
H -0.47298 0.53445 -4.94124
H 0.23236 1.71977 -6.03920
H 0.24554 -0.00093 -6.47987
H -2.53913 1.78231 -5.12466
C 3.83170 2.55789 0.77135
C 2.69549 3.54744 0.97192
C 1.45239 2.86500 1.51950
O 2.39674 4.19327 -0.27059
H 3.53398 1.79516 0.04634
H 4.71213 3.06086 0.36922
H 4.10819 2.06132 1.70350
H 3.00908 4.33763 1.65574
H 1.09967 2.10150 0.81748
H 0.64498 3.58608 1.65135
H 1.64496 2.38802 2.48002
H 2.12415 3.50586 -0.88968
C 1.17343 0.10495 5.22840
C 0.03686 1.09380 5.42694
C -1.19302 0.40189 5.99098
O -0.27571 1.72797 4.18498
H 0.86858 -0.66298 4.51307
H 2.05430 0.60583 4.81917
H 1.45327 -0.37640 6.16679
H 0.35002 1.89238 6.10261
H -1.54185 -0.37009 5.29720
H -2.00844 1.11382 6.12440
H -0.98599 -0.06701 6.95237
H -0.55410 1.03944 3.57119
C -5.45518 -1.90074 7.52440
C -4.01870 -1.64831 7.09144
C -3.27940 -2.95101 6.82287
O -3.32971 -0.88784 8.08127
H -5.47753 -2.47680 8.45362
H -5.96853 -0.95746 7.71184
H -6.00819 -2.45347 6.76338
H -4.01249 -1.03495 6.18942
H -3.23509 -3.55888 7.73080
H -2.25279 -2.74866 6.51405
H -3.77137 -3.53351 6.04185
H -3.31558 -1.39983 8.89659
C 1.48296 -3.06414 -9.82126
C 0.22479 -2.23948 -9.59749
C -0.93488 -2.74631 -10.44153
O 0.47653 -0.86396 -9.88584
H 1.79876 -3.00069 -10.86603
H 2.30186 -2.68561 -9.20919
H 1.31916 -4.11382 -9.57366
H -0.05117 -2.27719 -8.54213
H -0.69234 -2.67295 -11.50502
H -1.82635 -2.14271 -10.26774
H -1.16848 -3.78693 -10.21209
H 0.72330 -0.79805 -10.81406
C 0.86548 -4.52381 3.42735
C -0.34075 -3.60487 3.54183
C -1.51879 -4.12376 2.73158
O 0.00488 -2.28532 3.11954
H 1.19833 -4.58845 2.38761
H 1.69830 -4.13543 4.01397
H 0.63180 -5.53021 3.77722
H -0.63144 -3.51450 4.58948
H -1.25822 -4.17641 1.67074
H -2.37297 -3.45218 2.82576
H -1.81966 -5.11890 3.06205
H 0.26901 -2.32766 2.19419
C 4.98483 0.48776 9.28750
C 4.29955 -0.34955 8.21817
C 4.81208 -0.00572 6.82743
O 2.88544 -0.16752 8.27996
H 4.78322 1.55027 9.12619
H 4.60584 0.22933 10.27662
H 6.06530 0.33712 9.27766
H 4.47193 -1.40772 8.41859
H 4.60459 1.04202 6.59282
H 4.31090 -0.61362 6.07369
H 5.88789 -0.16982 6.74941
H 2.70061 0.76145 8.10517
```